This record from the OMol25 dataset describes a structure of composition C24H28N3O4S4SbTi in a non-equilibrium geometry. The level of theory is ωB97M-V with the def2-TZVPD basis set.

The geometry in XYZ format:
```
65
Properties=species:S:1:pos:R:3:forces:R:3
Ti -0.6689 0.6493 2.3663 -0.23 1.76 1.10
H -5.6182 0.6447 0.5726 0.09 0.00 -0.01
H 2.4444 -0.0339 5.7664 -0.01 -0.02 0.00
C -3.3537 0.7754 -3.7138 0.08 -0.04 0.09
N -0.5662 0.6372 -0.8484 -0.09 0.07 0.03
H 1.9375 -1.7439 5.4982 0.06 0.06 0.02
H -4.0251 -0.0863 -3.7328 0.01 -0.01 0.01
H 2.2776 3.1247 -4.1989 0.01 0.01 0.07
C -1.4122 -2.1117 1.8494 0.16 -0.08 -0.23
H -1.4535 -1.5455 2.7778 -0.06 -0.15 0.03
C 2.6111 2.9908 -0.3580 -0.01 0.09 0.04
H -2.7504 -4.9007 0.4696 0.04 0.04 0.00
H -0.3898 1.0181 -1.7639 0.04 0.07 -0.13
C 2.3499 -2.1840 2.8571 0.07 -0.07 -0.07
H 2.1382 -2.1564 1.7915 -0.01 -0.03 0.00
C 1.9593 1.9482 -2.4280 -0.01 -0.02 0.02
C -2.2287 0.5987 0.9688 -0.50 -0.03 -0.57
Sb -0.2865 3.0311 4.3172 0.11 0.11 0.10
H 3.6383 -1.2343 5.1612 -0.10 0.03 0.04
C -4.5680 0.6287 0.2992 0.01 -0.01 -0.05
C -1.9140 0.6021 -0.3914 0.07 -0.10 0.06
O 0.3340 -2.1152 -1.3501 0.22 -0.08 -0.30
H 2.2971 0.5229 0.4840 0.20 -0.17 0.06
H -3.8936 0.6021 2.3194 -0.05 0.01 0.17
H 1.7419 -2.9465 -2.5774 0.00 0.04 -0.05
O 0.6127 -0.3875 3.5627 0.74 -0.31 0.46
C 2.5880 -0.9321 5.1691 0.03 0.12 0.16
H -4.9901 0.6892 -1.8068 0.03 -0.02 0.03
H 3.3779 -2.5042 3.0422 -0.09 0.01 -0.04
S 1.8592 2.4652 4.8773 -0.20 -0.02 0.08
N 0.2916 -0.5936 0.9572 -0.05 0.30 -0.39
C -1.2725 -3.6499 -0.4549 -0.10 -0.10 -0.02
H 2.3525 -2.4238 -0.9964 0.03 0.02 0.05
H 0.7884 1.5472 -4.8745 0.00 0.01 0.02
O -2.3968 0.6559 -2.6721 -0.14 0.06 -0.22
H -2.7946 0.8125 -4.6449 0.04 0.00 0.02
C 2.3647 3.0816 -3.1218 0.05 0.08 0.09
H 1.6356 -2.8331 3.3661 0.06 0.00 -0.04
C -2.1996 -3.2452 1.7217 0.01 0.00 0.09
C -4.2197 0.6515 -1.0488 -0.14 0.01 0.10
H 2.6832 2.9479 0.7234 -0.02 0.02 -0.04
C -0.4958 -2.5110 -0.3354 -0.11 0.00 0.08
C -2.1330 -4.0163 0.5698 -0.02 -0.03 -0.01
H 3.4494 4.9576 -0.5116 -0.02 -0.06 -0.03
H 1.3786 -3.9069 -1.1307 -0.03 -0.05 0.00
C -3.5934 0.6006 1.2850 0.05 0.00 -0.22
S -0.1390 2.7671 1.8345 0.16 -0.68 0.05
C 1.5156 -2.8966 -1.5154 -0.07 0.08 0.04
H -3.9433 1.6889 -3.6089 0.01 0.02 0.02
C 2.0595 1.9130 -1.0299 -0.11 0.04 0.03
C -2.8791 0.6318 -1.3903 -0.15 -0.01 -0.16
C 0.4496 0.2583 -0.0875 -0.13 -0.51 -0.19
O 1.4599 0.8378 -3.0310 -0.14 -0.17 -0.11
S 2.1372 -0.5213 3.4994 -0.37 -0.21 -0.18
H 3.2133 5.0409 -2.9785 -0.02 -0.05 0.03
C 3.0338 4.1165 -1.0523 0.03 0.03 0.09
C 1.4655 0.7998 -4.4545 -0.05 0.01 0.15
H 2.4722 0.9601 -4.8466 0.00 -0.02 0.02
H -2.8642 -3.5255 2.5295 0.03 0.01 -0.03
C -0.5679 -1.7150 0.8074 0.43 0.01 0.11
H -1.1970 -4.2413 -1.3616 -0.02 0.05 0.05
C 2.8990 4.1617 -2.4280 -0.01 -0.02 -0.07
N 1.6833 0.7594 -0.2764 0.13 0.01 -0.27
H 1.1184 -0.1916 -4.7295 -0.01 -0.02 0.04
S -1.8036 1.0345 4.3064 0.05 -0.11 -0.23
```
Forces are in eV/Å.

Summary:
* E_HOMO: -7.06 eV
* relative energy (zero: lowest compared OMol25 entry of this formula, charge and spin): 20.87 kcal per mole
* net charge: 0

natural (NBO) atomic charge list, values in e, 5 entries:
1 Ti 0.918
2 H 0.212
3 H 0.291
4 C -0.249
5 N -0.583

***

This record from the OMol25 dataset describes an isolated molecule of C3H6N4S in a non-equilibrium geometry. The level of theory is ωB97M-V with the def2-TZVPD basis set.

The geometry in XYZ format:
```
14
Properties=species:S:1:pos:R:3:forces:R:3
H 1.8524 0.0260 -1.7856 -0.12 0.18 0.00
H -1.2731 2.5680 0.2048 -0.02 -0.10 -0.02
C -0.7665 0.6026 0.0639 -0.96 0.01 -0.03
N 1.7695 -0.9158 1.2061 -0.35 0.30 1.42
S -2.9502 -1.1046 0.0056 0.34 0.14 0.00
H -0.6065 -1.5752 -0.0619 -0.75 0.64 0.04
N 0.4859 0.7924 0.1392 0.73 0.04 0.11
H -2.6229 1.4761 0.1218 0.15 -0.07 -0.02
H 1.3000 -0.4949 2.0340 0.49 -0.51 -0.65
C 1.3726 -0.3015 0.1792 -0.30 0.30 -1.12
N -1.6348 1.6475 0.0180 0.09 -0.01 0.04
N 1.8019 -0.6925 -1.0852 0.59 -0.44 0.35
H 2.6492 -1.2611 -1.0329 -0.45 0.24 -0.09
C -1.3774 -0.7670 -0.0069 0.58 -0.74 -0.03
```
Forces are in eV/Å.

Summary:
* E_HOMO: -9.16 eV
* relative energy (zero: lowest compared OMol25 entry of this formula, charge and spin): 17.37 kcal per mole
* SMILES string: [H]/N=C(N)\N=C(\N)C=S
* net charge: 0

natural (NBO) atomic charge list, values in e, 5 entries:
1 H 0.387
2 H 0.405
3 C 0.380
4 N -0.728
5 S 0.118